Here is a cluster of 2 separate species, C7H14N2O in total at a distorted geometry from the Open Molecules 2025 dataset. Energies are from ωB97M-V/def2-TZVPD.

The HOMO energy comes out at -0.30317 hartree. As for the SMILES: CC(C)(N)C=O.CCC#N. The spin multiplicity is 1. Its orbital gap is 8.347 eV.

Positions of all 24 atoms, in Å:
1 C -2.8416 0.9701 -0.0888
2 C -1.6710 0.0009 -0.2096
3 C -1.5216 -0.8899 1.0108
4 N -1.6868 -0.7272 -1.4051
5 C -0.3046 1.1167 -0.2457
6 O -0.1279 1.7933 -1.2271
7 H -2.8974 1.6184 -0.9612
8 H -2.7408 1.5892 0.8016
9 H -3.7681 0.3996 -0.0196
10 H -0.6899 -1.5801 0.8920
11 H -2.4309 -1.4774 1.1403
12 H -1.3647 -0.2910 1.9070
13 H -1.7647 -0.1113 -2.2095
14 H -0.8098 -1.2767 -1.5159
15 H -0.1206 1.5383 0.7718
16 C 3.6539 -0.5607 0.3359
17 C 2.3499 0.2350 0.3662
18 C 1.3449 -0.3723 -0.5235
19 N 1.0016 -1.2349 -1.2353
20 H 4.0575 -0.5953 -0.6741
21 H 3.4876 -1.5842 0.6703
22 H 4.3896 -0.0954 0.9933
23 H 2.5124 1.2674 0.0448
24 H 1.9430 0.2674 1.3812

Force components x, y, z for each atom (eV/Å):
C 0.19 -0.20 -0.06
C 2.51 1.36 0.32
C -0.17 0.10 -0.22
N 0.02 -0.91 -0.89
C -4.20 0.49 0.24
O 0.57 -0.39 0.15
H 0.02 0.04 -0.05
H -0.04 0.06 0.06
H -0.02 -0.01 0.05
H 0.05 -0.06 -0.01
H -0.02 -0.02 0.06
H 0.01 0.03 0.10
H 0.01 -0.04 0.09
H -1.08 0.46 0.04
H 0.80 -0.18 0.06
C -0.03 -0.10 -0.04
C -0.13 0.60 0.21
C 1.11 -2.83 -1.08
N 0.49 1.53 1.02
H 0.02 0.00 0.00
H 0.01 0.03 -0.01
H -0.06 0.01 -0.03
H -0.05 -0.04 0.09
H 0.00 0.07 -0.10